# C19H20F3N3O

C19H20F3N3O in the gas phase (the ωB97M-V functional and the def2-TZVPD basis, the OMol25 dataset).

Its HOMO-LUMO gap is 8.70 eV. The HOMO energy is -8.12 eV. For the energy, the calculation gives -1275.1697 a.u. The calculation puts the LUMO energy at 0.579 eV. The value obtained for the energy relative to the best compared isomer or geometry (same formula, charge and spin) is 0.000 eV.

```
! RIJCOSX wB97M-V def2-TZVPD def2/J DEFGRID3
* xyz 0 1
O -3.08 2.63 1.65
C -2.38 2.04 0.87
C -2.88 0.87 0.01
N -1.79 -0.01 -0.37
C -2.09 -0.82 -1.54
C -0.83 -1.59 -1.93
N -0.42 -2.45 -0.83
C 0.31 -3.60 -1.10
C -0.15 -4.50 -2.07
C 0.52 -5.68 -2.32
C 1.67 -6.00 -1.62
C 2.14 -5.12 -0.66
C 1.47 -3.93 -0.41
C -0.14 -1.67 0.35
C -1.39 -0.87 0.73
N -1.07 2.32 0.60
C -0.24 3.28 1.15
C -0.69 4.22 2.08
C 0.18 5.16 2.60
C 1.51 5.19 2.20
C 1.95 4.25 1.28
C 3.38 4.27 0.80
F 4.21 4.91 1.63
F 3.88 3.03 0.65
F 3.50 4.86 -0.40
C 1.09 3.31 0.75
H -3.31 1.31 -0.89
H -3.69 0.36 0.56
H -2.38 -0.16 -2.36
H -2.91 -1.53 -1.35
H -1.02 -2.19 -2.82
H -0.03 -0.87 -2.17
H -1.06 -4.29 -2.61
H 0.14 -6.36 -3.07
H 2.20 -6.92 -1.82
H 3.04 -5.35 -0.11
H 1.88 -3.26 0.33
H 0.11 -2.33 1.17
H 0.70 -0.96 0.18
H -1.19 -0.26 1.61
H -2.20 -1.58 0.98
H -0.65 1.67 -0.07
H -1.72 4.20 2.39
H -0.18 5.88 3.31
H 2.19 5.92 2.60
H 1.45 2.59 0.03
*
```